C42H84O42 | ωB97M-V/def2-TZVPD

Results
**Relative energy (zero: lowest compared OMol25 entry of this formula, charge and spin)**: 285.5 kJ/mol
**LUMO**: 0.475 eV
**Orbital gap**: 10.9632 eV
**HOMO level**: -0.3854 Ha
**E**: -4810.8184 hartree

Bonds (Å) are listed after each position.
Geometry (Å):
1 H 0.94 2.92 -3.47  C52 1.091
2 H 0.69 -3.08 2.74  C147 1.089
3 C 0.83 6.91 -0.83  H90 1.091, H117 1.088, O129 1.413, H160 1.088
4 H 1.63 -5.05 -0.27  C33 1.092
5 C 4.05 -2.28 -3.64  O30 1.428, H66 1.084, H86 1.090, H165 1.091
6 O 3.28 -7.74 0.43  C96 1.200
7 C 4.94 -2.09 0.53  H32 1.093, H63 1.094, O143 1.389, H162 1.092
8 O 1.50 3.64 1.35  C149 1.304, C157 1.430
9 O 2.69 -5.71 1.31  C33 1.426, C96 1.343
10 H -1.75 -5.43 6.48  C100 1.094
11 C -5.01 -5.65 2.65  O37 1.425, H77 1.085, H152 1.090, H163 1.089
12 C -2.07 -5.72 -1.73  H24 1.088, O58 1.408, H120 1.090, H168 1.094
13 H 4.08 -8.40 4.10  C158 1.085
14 O -1.80 4.69 -5.47  C70 1.209
15 C -0.51 -0.85 2.69  H28 1.087, H75 1.085, H79 1.094, O83 1.440
16 H -2.54 -3.89 6.73  C100 1.089
17 O 5.15 -3.89 -1.84  C74 1.215
18 O -4.72 0.57 0.93  C101 1.411, C106 1.366
19 H 5.78 -6.75 -1.98  C144 1.088
20 C 4.01 4.82 -0.71  H98 1.086, H131 1.090, H146 1.092, O167 1.418
21 H -4.77 4.32 -0.30  C136 1.091
22 H 2.78 -6.54 -4.22  C111 1.084
23 H 2.99 -4.06 0.08  C33 1.089
24 H -1.98 -5.49 -0.67  C12 1.088
25 H 3.33 0.33 5.08  C137 1.089
26 H -3.74 3.76 -1.60  C136 1.094
27 O -1.22 5.45 -3.42  C47 1.402, C70 1.356
28 H -0.92 -1.63 2.05  C15 1.087
29 H 1.90 -2.13 -1.39  C124 1.086
30 O 4.69 -3.51 -3.99  C5 1.428, C74 1.306
31 C 0.81 -1.95 -4.93  H108 1.094, O132 1.433, H141 1.090, H159 1.084
32 H 5.77 -1.84 -0.14  C7 1.093
33 C 2.68 -5.10 0.02  H4 1.092, O9 1.426, H23 1.089, H104 1.084
34 C -1.24 -3.94 4.37  O38 1.340, O92 1.199, O151 1.332
35 C -7.63 2.51 0.99  H50 1.084, H54 1.091, O82 1.426, H118 1.089
36 H -1.39 9.81 1.77  C148 1.084
37 O -3.92 -4.97 2.03  C11 1.425, C80 1.318
38 O -2.35 -4.63 4.70  C34 1.340, C100 1.422
39 O -3.35 7.61 -1.82  C51 1.340, C73 1.391
40 H 0.80 -4.81 2.80  C147 1.088
41 H 7.00 -6.81 -3.28  C144 1.090
42 C 1.36 9.03 0.22  O102 1.346, O105 1.189, O129 1.337
43 H -3.05 9.53 -1.15  C73 1.095
44 H -0.89 2.66 0.40  C62 1.090
45 H -0.31 3.72 -0.82  C62 1.087
46 O -2.57 5.96 -0.45  C51 1.195
47 C -0.48 6.54 -3.89  O27 1.402, H48 1.090, H61 1.086, H88 1.092
48 H 0.53 6.20 -4.13  C47 1.090
49 C 0.00 0.45 -0.92  O87 1.322, O128 1.316, O135 1.207
50 H -8.58 1.99 1.08  C35 1.084
51 C -3.30 6.38 -1.30  O39 1.340, O46 1.195, O69 1.323
52 C 1.86 2.51 -3.88  H1 1.091, O76 1.422, H123 1.086, H127 1.092
53 H 4.80 -8.61 2.50  C158 1.092
54 H -7.44 3.08 1.90  C35 1.091
55 H 3.01 -5.96 -2.60  C111 1.092
56 H 2.24 -4.88 -3.62  C111 1.094
57 H -5.48 4.06 -1.92  C136 1.086
58 O -0.93 -6.40 -2.18  C12 1.408, C91 1.320
59 H -3.34 0.87 2.42  C101 1.093
60 H -3.50 -2.79 -1.27  C78 1.093
61 H -0.41 7.33 -3.15  C47 1.086
62 C -0.67 2.70 -0.67  H44 1.090, H45 1.087, O87 1.420, H145 1.089
63 H 4.14 -2.13 -0.22  C7 1.094
64 H 1.06 -1.80 0.21  C124 1.091
65 C 3.79 -1.24 2.36  O72 1.201, O103 1.335, O143 1.318
66 H 4.60 -1.72 -2.90  C5 1.084
67 O -0.13 0.48 4.94  C99 1.195
68 H 2.44 -1.17 4.55  C137 1.091
69 O -4.28 5.68 -1.85  C51 1.323, C136 1.414
70 C -1.74 4.52 -4.27  O14 1.209, O27 1.356, O94 1.287
71 H -3.35 -1.74 0.18  C78 1.090
72 O 2.93 -2.08 2.32  C65 1.201
73 C -2.50 8.60 -1.36  O39 1.391, H43 1.095, H130 1.088, H153 1.100
74 C 5.20 -4.21 -3.01  O17 1.215, O30 1.306, O112 1.333
75 H 0.39 -1.10 3.25  C15 1.085
76 O 1.91 1.11 -3.66  C52 1.422, C161 1.329
77 H -4.69 -6.65 2.92  C11 1.085
78 C -2.96 -2.62 -0.34  H60 1.093, H71 1.090, H150 1.090, O155 1.413
79 H -0.39 0.02 2.05  C15 1.094
80 C -4.14 -3.98 1.18  O37 1.318, O154 1.210, O155 1.323
81 H 0.09 -3.90 1.37  C147 1.088
82 O -6.63 1.51 0.81  C35 1.426, C106 1.308
83 O -1.61 -0.55 3.56  C15 1.440, C99 1.336
84 O 1.04 -6.45 -3.10  C91 1.326, C111 1.404
85 H -2.88 -0.39 1.30  C101 1.085
86 H 3.00 -2.52 -3.44  C5 1.090
87 O 0.27 1.73 -1.11  C49 1.322, C62 1.420
88 H -0.92 7.11 -4.71  C47 1.092
89 H -1.54 0.87 7.12  C121 1.091
90 H 0.58 6.39 0.10  C3 1.091
91 C 0.15 -5.70 -2.45  O58 1.320, O84 1.326, O125 1.204
92 O -0.41 -3.47 5.08  C34 1.199
93 H -1.52 2.29 6.13  C121 1.091
94 O -2.01 3.47 -3.57  C70 1.287, C114 1.436
95 H -2.84 1.32 0.78  C101 1.092
96 C 3.10 -6.99 1.35  O6 1.200, O9 1.343, O109 1.321
97 H 0.28 10.48 2.02  C148 1.089
98 H 4.10 4.80 -1.80  C20 1.086
99 C -1.23 0.14 4.65  O67 1.195, O83 1.336, O139 1.345
100 C -2.53 -4.78 6.10  H10 1.094, H16 1.089, O38 1.422, H110 1.089
101 C -3.38 0.58 1.37  O18 1.411, H59 1.093, H85 1.085, H95 1.092
102 O 0.13 8.88 0.74  C42 1.346, C148 1.430
103 O 3.91 -0.30 3.30  C65 1.335, C137 1.406
104 H 3.29 -5.58 -0.73  C33 1.084
105 O 2.09 9.96 0.38  C42 1.189
106 C -5.39 1.75 1.12  O18 1.366, O82 1.308, O166 1.197
107 H 1.99 0.35 3.97  C137 1.096
108 H 1.57 -2.29 -5.64  C31 1.094
109 O 3.26 -7.27 2.63  C96 1.321, C158 1.420
110 H -3.47 -5.33 6.18  C100 1.089
111 C 2.31 -5.96 -3.44  H22 1.084, H55 1.092, H56 1.094, O84 1.404
112 O 5.68 -5.36 -3.49  C74 1.333, C144 1.433
113 H 0.17 -2.09 -1.26  C124 1.095
114 C -2.64 2.36 -4.22  O94 1.436, H119 1.095, H126 1.090, H156 1.084
115 O 0.54 0.70 -5.41  C161 1.209
116 H 0.08 2.76 2.55  C157 1.087
117 H 1.31 6.29 -1.59  C3 1.088
118 H -7.64 3.26 0.20  C35 1.089
119 H -1.78 1.78 -4.56  C114 1.095
120 H -3.04 -6.18 -1.92  C12 1.090
121 C -2.13 1.43 6.40  H89 1.091, H93 1.091, O139 1.422, H140 1.084
122 H 1.81 2.43 3.01  C157 1.086
123 H 2.78 2.89 -3.44  C52 1.086
124 C 1.08 -1.64 -0.87  H29 1.086, H64 1.091, H113 1.095, O128 1.417
125 O 0.26 -4.52 -2.23  C91 1.204
126 H -3.09 1.68 -3.50  C114 1.090
127 H 1.82 2.72 -4.95  C52 1.092
128 O 1.08 -0.26 -1.20  C49 1.316, C124 1.417
129 O 1.71 7.96 -0.50  C3 1.413, C42 1.337
130 H -1.83 8.33 -0.55  C73 1.088
131 H 4.06 5.84 -0.33  C20 1.090
132 O 1.46 -0.93 -4.17  C31 1.433, C161 1.315
133 H -0.59 10.85 0.58  C148 1.092
134 O 3.64 4.09 1.85  C149 1.212
135 O -1.07 0.02 -0.58  C49 1.207
136 C -4.61 4.39 -1.37  H21 1.091, H26 1.094, H57 1.086, O69 1.414
137 C 2.88 -0.22 4.26  H25 1.089, H68 1.091, O103 1.406, H107 1.096
138 H 0.99 4.02 3.27  C157 1.091
139 O -2.34 0.63 5.24  C99 1.345, C121 1.422
140 H -3.05 1.75 6.87  C121 1.084
141 H 0.64 -2.77 -4.23  C31 1.090
142 H 7.21 -5.56 -2.08  C144 1.088
143 O 4.82 -1.15 1.55  C7 1.389, C65 1.318
144 C 6.46 -6.16 -2.59  H19 1.088, H41 1.090, O112 1.433, H142 1.088
145 H -1.60 2.60 -1.21  C62 1.089
146 H 4.86 4.26 -0.32  C20 1.092
147 C 0.17 -4.00 2.45  H2 1.089, H40 1.088, H81 1.088, O151 1.417
148 C -0.43 10.06 1.32  H36 1.084, H97 1.089, O102 1.430, H133 1.092
149 C 2.73 3.94 1.06  O8 1.304, O134 1.212, O167 1.337
150 H -1.92 -2.52 -0.65  C78 1.090
151 O -1.12 -4.05 3.04  C34 1.332, C147 1.417
152 H -5.88 -5.73 2.00  C11 1.090
153 H -1.88 9.00 -2.18  C73 1.100
154 O -5.15 -3.33 1.06  C80 1.210
155 O -3.00 -3.70 0.57  C78 1.413, C80 1.323
156 H -3.34 2.68 -4.99  C114 1.084
157 C 1.09 3.15 2.63  O8 1.430, H116 1.087, H122 1.086, H138 1.091
158 C 3.86 -8.49 3.04  H13 1.085, H53 1.092, O109 1.420, H164 1.089
159 H -0.08 -1.67 -5.48  C31 1.084
160 H -0.12 7.16 -1.30  C3 1.088
161 C 1.27 0.33 -4.52  O76 1.329, O115 1.209, O132 1.315
162 H 5.16 -3.12 0.80  C7 1.092
163 H -5.35 -5.13 3.54  C11 1.089
164 H 3.18 -9.31 2.81  C158 1.089
165 H 3.84 -1.63 -4.49  C5 1.091
166 O -4.90 2.77 1.53  C106 1.197
167 O 2.81 4.23 -0.24  C20 1.418, C149 1.337
168 H -2.21 -4.78 -2.29  C12 1.094

---

C2H2IN | ωB97M-V/def2-TZVPD

Results
**Relative energy (zero: lowest compared OMol25 entry of this formula, charge and spin)**: 210.6 kJ/mol
**LUMO**: -0.810 eV
**Orbital gap**: 9.1768 eV
**HOMO level**: -0.3670 Ha
**E**: -429.7451 hartree

Bonds (Å) are listed after each position.
Geometry (Å):
1 H -0.94 -0.50 -1.45  no bonds
2 N 0.12 -1.40 1.69  C5 1.146
3 I 1.71 1.09 -0.94  C6 2.108
4 H -0.81 1.11 0.03  C6 1.084
5 C 0.03 -0.64 0.84  N2 1.146, C6 1.405
6 C -0.09 0.33 -0.17  I3 2.108, H4 1.084, C5 1.405